Below is 13 unconnected molecules or ions with the total composition C5H38N2O14 in a non-equilibrium geometry, with properties calculated with ωB97M-V/def2-TZVPD.

Each atom is followed by the atoms it is bonded to, with distances in Å.
CARTESIAN COORDINATES (ANGSTROEM)
1 C -3.277 -1.179 -1.426  C2 1.527, H9 1.084, H10 1.087, H11 1.095
2 C -2.375 -0.030 -0.984  C1 1.527, N3 1.453, O8 1.405, O29 1.481
3 N -1.855 -0.087 0.371  C2 1.453, C5 1.465, H12 1.018
4 C 0.484 -0.863 -0.166  C5 1.538, H13 1.077, H14 1.088, H15 1.091
5 C -0.422 0.187 0.499  N3 1.465, C4 1.538, C6 1.543, H16 1.082
6 C -0.072 0.275 2.000  C5 1.543, N7 1.491, H17 1.088, H18 1.088
7 N 1.309 0.811 2.173  C6 1.491, H19 1.025, H20 1.013
8 O -1.491 0.251 -2.039  C2 1.405, H45 0.991
9 H -4.323 -0.929 -1.288  C1 1.084
10 H -3.186 -1.471 -2.470  C1 1.087
11 H -3.066 -2.066 -0.819  C1 1.095
12 H -2.139 -0.989 0.748  N3 1.018
13 H 0.649 -0.579 -1.192  C4 1.077
14 H 1.427 -1.003 0.357  C4 1.088
15 H -0.004 -1.839 -0.184  C4 1.091
16 H -0.260 1.124 -0.018  C5 1.082
17 H -0.091 -0.758 2.341  C6 1.088
18 H -0.844 0.852 2.505  C6 1.088
19 H 1.650 0.950 1.216  N7 1.025
20 H 1.354 1.746 2.559  N7 1.013
21 H 1.012 -3.105 1.774  O23 0.982
22 H 0.051 -4.044 2.603  O23 0.958
23 O 0.349 -3.139 2.498  H21 0.982, H22 0.958
24 H 0.213 -2.003 -3.282  O26 0.950
25 H -1.126 -1.620 -2.697  O26 0.966
26 O -0.720 -2.060 -3.455  H24 0.950, H25 0.966
27 H -3.632 1.466 -1.756  O29 0.961
28 H -1.929 2.879 -1.176  O47 0.964
29 O -3.255 1.159 -0.927  C2 1.481, H27 0.961
30 H 0.983 0.560 -2.678  O32 0.961
31 H 1.366 0.988 -4.100  O32 0.963
32 O 1.727 0.629 -3.283  H30 0.961, H31 0.963
33 H 2.947 -1.710 3.371  O35 0.958
34 H 2.288 -0.562 2.487  O35 0.994
35 O 2.880 -1.360 2.482  H33 0.958, H34 0.994
36 H 1.642 3.260 0.464  O38 0.962
37 H 1.772 2.851 -0.982  O38 0.970
38 O 1.411 3.556 -0.421  H36 0.962, H37 0.970
39 H -0.341 4.247 2.324  O41 0.960
40 H 0.572 3.449 3.388  O41 0.958
41 O 0.467 3.754 2.486  H39 0.960, H40 0.958
42 H 2.710 -2.610 1.281  O44 0.981
43 H 2.381 -2.882 -0.244  O44 0.959
44 O 2.335 -3.251 0.640  H42 0.981, H43 0.959
45 H -1.092 1.152 -1.937  O8 0.991
46 H -0.422 3.108 -0.711  O47 0.970
47 O -1.001 2.769 -1.412  H28 0.964, H46 0.970
48 H -1.603 2.725 1.720  O50 0.965
49 H -2.832 2.267 1.044  O50 0.959
50 O -2.436 3.074 1.379  H48 0.965, H49 0.959
51 H 2.655 0.444 -0.741  O53 0.963
52 H 3.730 1.585 -0.327  O53 0.958
53 O 2.823 1.277 -0.289  H51 0.963, H52 0.958
54 H -1.521 -2.639 1.713  O56 0.968
55 H -3.020 -2.187 1.833  O56 0.960
56 O -2.323 -2.422 1.216  H54 0.968, H55 0.960
57 H 2.716 -2.754 -2.760  O59 0.964
58 H 2.315 -1.372 -3.258  O59 0.965
59 O 2.437 -1.885 -2.449  H57 0.964, H58 0.965

The highest occupied orbital energy is -8.99 eV. The LUMO energy is 0.23 eV. The calculation puts the total energy at -1376.17659 Ha. As for the net charge: 0. For the energy relative to the best compared isomer or geometry (same formula, charge and spin), the calculation gives 356.3 kJ/mol. Its spin multiplicity is 1.